# C22H36Br2F5N3O5

2 unconnected molecules or ions with the total composition C22H36Br2F5N3O5 (the ωB97M-V functional and the def2-TZVPD basis, the OMol25 dataset).

Computed properties:
* ΔE to the lowest compared entry with this formula, charge and spin: 0.0 kcal/mol
* net charge: 0
* energy: -7047.64215 hartree
* LUMO energy: -0.0528 Ha
* highest occupied orbital energy: -7.5 eV
* gap between HOMO and LUMO: 6.0 eV

```
73
Properties=species:S:1:pos:R:3:mulliken_charge:R:1
C 1.954 -2.269 4.558 -1.365
C 2.126 -2.100 3.054 0.486
O 3.057 -3.016 2.539 -0.454
C 2.652 -3.583 1.288 -0.878
C 2.729 -2.587 0.148 0.265
C 1.763 -2.865 -1.007 -0.926
C 0.283 -2.966 -0.636 -1.221
C -0.533 -1.784 -1.191 2.263
C -1.740 -1.532 -0.325 -1.764
O -1.479 -0.934 0.921 -0.506
C -1.060 0.401 0.827 1.155
C -1.538 1.076 2.120 -2.205
C -1.005 2.500 2.337 0.200
C -2.184 3.488 2.534 -0.918
Br -1.876 5.163 1.587 -0.169
C 0.475 0.512 0.759 0.755
C 0.997 1.489 -0.287 0.034
C 2.478 1.803 -0.076 -1.598
C 2.918 2.980 -0.904 0.775
F 4.261 3.148 -0.833 -0.358
F 2.595 2.777 -2.202 -0.214
C 2.261 4.342 -0.467 0.751
F 3.151 5.351 -0.472 -0.280
F 1.258 4.661 -1.315 -0.253
F 1.720 4.261 0.771 -0.253
N -1.745 1.095 -0.328 0.184
C -2.902 0.470 -0.645 -0.670
N -4.113 1.078 -0.469 -0.223
N -2.790 -0.767 -1.118 0.866
C -4.057 -1.492 -1.274 -0.593
C -4.818 -1.035 -2.521 0.252
O -5.967 -1.312 -2.734 -0.493
Br -3.793 0.004 -3.825 -0.076
H 2.868 -2.658 4.988 0.358
H 1.098 -2.893 4.790 0.302
H 1.760 -1.294 4.997 0.350
H 1.155 -2.167 2.560 -0.027
H 2.488 -1.084 2.868 0.114
H 1.653 -3.997 1.438 0.369
H 3.319 -4.424 1.140 0.382
H 3.724 -2.679 -0.278 0.460
H 2.664 -1.564 0.509 -0.283
H 2.059 -3.841 -1.394 0.571
H 1.896 -2.148 -1.832 0.204
H -0.157 -3.875 -1.036 0.408
H 0.115 -3.019 0.441 0.639
H 0.073 -0.905 -1.330 -1.921
H -0.884 -2.068 -2.179 0.888
H -2.174 -2.500 -0.105 0.892
H -2.618 1.008 2.220 0.705
H -1.138 0.445 2.907 0.254
H -0.426 2.875 1.506 -0.348
H -0.416 2.529 3.241 0.604
H -2.286 3.727 3.580 0.481
H -3.089 3.068 2.121 0.386
H 0.892 -0.450 0.492 -1.998
H 0.877 0.730 1.742 1.201
H 0.896 1.046 -1.274 -0.181
H 0.434 2.419 -0.320 0.845
H 3.064 0.961 -0.434 0.319
H 2.696 2.010 0.965 0.502
H -2.027 2.038 -0.080 0.381
H -4.769 0.737 0.207 0.214
H -4.428 1.836 -1.048 0.257
H -4.705 -1.431 -0.412 0.420
H -3.824 -2.531 -1.474 0.533
C 0.658 0.825 -4.644 -0.938
C 0.509 -0.523 -3.918 0.811
O 1.275 -0.731 -2.931 -0.710
O -0.369 -1.290 -4.350 -0.741
H 1.441 1.435 -4.197 0.200
H 0.903 0.651 -5.692 0.367
H -0.285 1.375 -4.599 0.159
```

=====

# C34H98NO26

16 unconnected molecules or ions with the total composition C34H98NO26 (the ωB97M-V functional and the def2-TZVPD basis, the OMol25 dataset).

Computed properties:
* net charge: 0
* energy: -3364.75715 hartree
* LUMO energy (spin up / spin down): 0.0010 / -0.0102 Ha
* multiplicity: 2
* highest occupied orbital energy (spin up / spin down): -8.8 / -8.8 eV
* gap between HOMO and LUMO (spin up / spin down): 8.8 / 8.5 eV

```
159
Properties=species:S:1:pos:R:3:lowdin_spin:R:1
C 0.769 0.024 2.440 0.001
C 0.148 -0.107 0.968 0.019
C -0.045 1.363 0.448 0.001
C -0.368 1.431 -1.088 0.000
C 0.643 0.627 -1.898 0.001
C 0.815 -0.849 -1.476 0.014
N 1.024 -0.815 0.026 0.293
O 1.567 -2.077 0.543 0.635
C 2.087 -1.311 -2.211 0.000
C -0.498 -1.653 -1.935 0.013
C -1.265 -0.767 1.102 0.015
H 0.755 -0.929 2.969 0.000
H 0.364 0.829 3.053 0.000
H 1.817 0.259 2.257 0.000
H 0.853 1.944 0.656 0.000
H -0.839 1.835 1.027 0.000
H -0.362 2.445 -1.489 0.000
H -1.400 1.093 -1.181 0.000
H 1.590 1.150 -1.765 0.001
H 0.373 0.632 -2.954 0.000
H 2.115 -1.102 -3.280 0.000
H 2.344 -2.344 -1.980 -0.001
H 2.907 -0.753 -1.758 0.000
H -0.635 -1.528 -3.010 0.001
H -1.380 -1.147 -1.542 0.000
H -0.513 -2.706 -1.657 0.001
H -1.310 -1.739 0.612 0.000
H -2.155 -0.286 0.696 0.001
H -1.430 -0.954 2.163 0.002
C 5.678 -3.647 -1.034 0.000
O 4.305 -3.432 -0.652 0.000
H 6.400 -3.958 -0.279 0.000
H 5.632 -4.413 -1.808 0.000
H 6.035 -2.735 -1.512 0.000
H 3.907 -2.897 -1.343 0.000
C -4.711 0.017 -2.385 0.000
O -4.733 0.818 -3.543 0.000
H -3.938 -0.750 -2.439 0.000
H -4.454 0.630 -1.522 0.000
H -5.687 -0.434 -2.206 0.000
H -5.171 0.278 -4.205 0.000
C 2.273 2.243 -4.888 0.000
O 3.277 2.977 -4.338 0.000
H 1.321 2.773 -4.887 0.000
H 2.504 2.091 -5.942 0.000
H 2.182 1.312 -4.328 0.000
H 2.924 3.683 -3.792 0.000
C -3.394 -4.140 -0.563 0.000
O -2.804 -5.025 0.371 0.000
H -3.063 -3.104 -0.496 0.000
H -3.028 -4.425 -1.550 0.000
H -4.483 -4.175 -0.554 0.000
H -3.142 -4.824 1.247 0.000
C -2.825 4.779 -0.685 0.000
O -4.184 4.932 -0.622 0.000
H -2.619 3.754 -0.376 0.000
H -2.452 4.877 -1.704 0.000
H -2.225 5.522 -0.160 0.000
H -4.447 4.601 0.240 0.000
C -1.599 1.236 -5.566 0.000
C -2.313 2.524 -5.215 0.000
O -2.718 2.549 -3.870 0.000
O -2.563 0.221 -5.554 0.000
H -0.718 1.087 -4.941 0.000
H -1.103 1.250 -6.536 0.000
H -3.223 2.630 -5.807 0.000
H -1.629 3.335 -5.466 0.000
H -3.590 2.168 -3.745 0.000
H -3.206 0.305 -4.846 0.000
C -2.717 -0.448 5.141 0.000
C -1.598 0.438 5.771 0.000
O -1.291 -0.023 7.041 0.000
O -2.462 -1.812 5.301 0.000
H -2.888 -0.303 4.075 0.000
H -3.615 -0.289 5.737 0.000
H -1.844 1.500 5.738 0.000
H -0.645 0.348 5.249 0.000
H -1.339 -0.982 7.015 0.000
H -3.199 -2.373 5.048 0.000
C 0.721 -2.323 -7.169 0.000
C 1.611 -1.147 -6.858 0.000
O 2.650 -0.950 -7.831 0.000
O 1.543 -3.496 -7.051 0.000
H 0.285 -2.234 -8.164 0.000
H -0.142 -2.365 -6.504 0.000
H 2.056 -1.271 -5.871 0.000
H 0.983 -0.261 -6.765 0.000
H 3.331 -1.615 -7.704 0.000
H 1.840 -3.746 -7.929 0.000
C 0.373 -5.386 -1.139 0.000
C 1.398 -6.441 -1.537 0.000
O 2.696 -6.053 -1.091 0.000
O 0.111 -5.469 0.194 0.001
H -0.561 -5.596 -1.659 0.000
H 0.701 -4.393 -1.447 0.001
H 1.627 -6.495 -2.601 0.000
H 1.060 -7.474 -1.462 0.000
H 3.305 -6.766 -1.295 0.000
H -0.848 -5.471 0.244 0.000
C 0.634 -3.340 4.685 0.000
C -0.383 -3.672 3.524 0.000
O 0.013 -4.837 2.888 0.000
O 1.883 -2.925 4.092 0.000
H 0.688 -4.186 5.369 0.000
H 0.206 -2.479 5.198 0.000
H -0.344 -2.927 2.730 0.001
H -1.390 -3.759 3.934 0.000
H -0.161 -5.589 3.459 0.000
H 2.055 -1.996 4.264 0.000
C -1.240 5.006 2.983 0.000
C -0.271 3.885 3.143 0.000
O 0.350 3.948 4.394 0.000
O -2.306 4.859 3.937 0.000
H -1.605 5.023 1.956 0.000
H -0.802 5.985 3.177 0.000
H 0.405 4.060 2.305 0.000
H -0.728 2.902 3.027 0.000
H 1.031 3.280 4.282 0.000
H -1.876 4.627 4.763 0.000
C 2.604 4.301 -1.393 0.000
C 2.088 5.237 -0.270 0.000
O 0.662 5.210 -0.241 0.000
O 2.823 5.025 -2.605 0.000
H 1.940 3.448 -1.528 0.000
H 3.547 3.845 -1.092 0.000
H 2.375 6.237 -0.598 0.000
H 2.514 5.015 0.708 0.000
H 0.368 5.902 0.355 0.000
H 3.334 5.826 -2.467 0.000
C -6.115 -1.750 1.172 0.000
C -5.171 -0.737 1.858 0.000
O -5.627 -0.158 3.053 0.000
O -7.103 -1.141 0.380 0.000
H -6.599 -2.389 1.910 0.000
H -5.503 -2.397 0.544 0.000
H -4.963 0.061 1.145 0.000
H -4.178 -1.181 1.924 0.000
H -6.483 0.277 3.051 0.000
H -7.830 -0.924 0.968 0.000
C 2.556 0.351 5.497 0.000
C 2.938 1.882 5.562 0.000
O 2.627 2.462 4.334 0.000
O 3.218 -0.304 4.435 0.000
H 1.479 0.223 5.391 0.000
H 2.813 -0.137 6.437 0.000
H 3.978 2.061 5.834 0.000
H 2.410 2.379 6.377 0.000
H 3.433 2.532 3.816 0.000
H 3.281 0.222 3.635 0.000
C 5.145 2.171 1.484 0.000
C 4.021 1.382 0.752 0.001
O 3.890 -0.030 1.059 0.000
O 4.745 2.467 2.785 0.000
H 5.310 3.060 0.875 0.000
H 6.085 1.623 1.421 0.000
H 4.185 1.404 -0.325 0.000
H 3.049 1.871 0.821 0.000
H 3.025 -0.369 0.818 0.001
H 5.445 2.873 3.302 0.000
```

=====

# C19H23AsNZn

A molecular structure, C19H23AsNZn (the ωB97M-V functional and the def2-TZVPD basis, the OMol25 dataset).

Computed properties:
* ΔE to the lowest compared entry with this formula, charge and spin: 17.4 kcal/mol
* net charge: -1
* energy: -4807.42434 hartree
* LUMO energy (spin up / spin down): 0.0977 / 0.0983 Ha
* highest occupied orbital energy (spin up / spin down): -0.6 / -0.6 eV
* gap between HOMO and LUMO (spin up / spin down): 3.3 / 3.3 eV

```
45
Properties=species:S:1:pos:R:3:nbo_charge:R:1
C -1.739 -1.776 -3.807 -1.306
Zn -0.328 -0.290 -2.670 0.974
N 1.119 0.311 -3.909 -1.482
H -2.878 -0.986 -2.166 -0.027
H -3.174 -1.626 -2.504 0.013
H -2.628 -2.456 -3.914 0.197
H -0.880 -2.468 -3.890 0.175
H -1.819 -1.086 -4.672 0.192
H 2.060 -0.053 -3.691 0.369
H 1.237 1.331 -3.948 0.339
H 0.924 0.016 -4.878 0.376
C 0.152 4.290 2.073 -0.269
C 0.822 4.155 0.850 -0.212
C 0.701 2.981 0.107 -0.268
C -0.089 1.929 0.601 -0.223
C -0.750 2.055 1.825 -0.295
C -0.633 3.242 2.558 -0.210
As -0.106 0.240 -0.399 0.506
C 1.645 -0.462 0.156 -0.316
C 2.478 -1.112 -0.767 -0.297
C 3.762 -1.490 -0.368 -0.201
C 4.194 -1.255 0.941 -0.278
C 3.342 -0.627 1.860 -0.217
C 2.070 -0.217 1.460 -0.274
C -1.366 -0.772 0.697 -0.236
C -0.935 -1.871 1.447 -0.262
C -1.859 -2.543 2.257 -0.207
C -3.199 -2.146 2.281 -0.227
C -3.631 -1.068 1.498 -0.215
C -2.711 -0.366 0.713 -0.246
H 0.249 5.210 2.648 0.200
H 1.447 4.970 0.478 0.206
H 1.225 2.865 -0.842 0.216
H -1.354 1.235 2.215 0.222
H -1.156 3.337 3.508 0.202
H 2.129 -1.334 -1.782 0.185
H 4.432 -1.977 -1.085 0.202
H 5.193 -1.561 1.253 0.200
H 3.661 -0.448 2.881 0.201
H 1.407 0.302 2.155 0.217
H 0.117 -2.168 1.416 0.232
H -1.516 -3.368 2.880 0.205
H -3.913 -2.674 2.914 0.205
H -4.680 -0.762 1.505 0.209
H -3.024 0.492 0.116 0.227
```

=====

Which of these has the lowest net charge? C19H23AsNZn

=====

Among the records above, which one has the lowest energy? C22H36Br2F5N3O5